ORCA calculation (ωB97M-V with the def2-TZVPD basis set) on a structure of composition C6H8BrN2 in a non-equilibrium geometry.

Element x y z (Å)
C1 0.0325 -2.1548 0.1506
C2 0.6908 -1.1011 -0.3670
C3 -1.3483 -1.8179 0.4667
C4 -1.5175 -0.5137 0.1419
C5 -0.2205 0.0659 -0.3285
C6 1.6779 2.1048 0.7211
N1 0.7840 1.2144 0.8242
N2 -0.3610 0.7228 -1.5122
Br1 -3.1089 0.5650 0.1139
H1 0.3989 -3.1116 0.3589
H2 1.7685 -0.8034 -0.2792
H3 -2.1668 -2.4401 0.6614
H4 2.3788 2.3449 1.5659
H5 1.6977 2.4716 -0.2586
H6 0.5372 0.8593 1.7390
H7 0.1477 0.4917 -2.3020
H8 -1.3910 1.1023 -1.6963

Values from the calculation:
frontier orbital gap = 8.15 eV
energy = -79364.364 eV
E_HOMO = -12.99 eV
F_max = 0.0996 Eh/bohr
total charge = +1
energy above the lowest of the compared OMol25 structures with the same formula, charge and spin = 317.7 kJ/mol

=====

ORCA calculation (ωB97M-V with the def2-TZVPD basis set) on a structure of composition C25H27BCuF2N2O4S2.

Element x y z (Å)
Cu1 1.8160 0.4034 2.1410
C1 1.9759 -0.4956 -2.0371
C2 2.4287 -0.4212 -0.5694
O1 3.5907 -0.6880 -0.2957
O2 1.5049 -0.0563 0.2328
H1 2.4105 -1.3684 -2.5187
H2 2.3544 0.3830 -2.5652
H3 0.8890 -0.5228 -2.1242
F1 3.4530 1.8305 4.2049
B1 2.7059 0.7406 3.9007
F2 2.6847 -0.0815 4.9804
O3 -0.8863 -1.3296 3.5499
S1 -0.6869 -1.6243 2.1114
C3 -1.8507 -2.9243 1.6957
C4 -2.3674 -3.7169 2.7074
C5 -3.2808 -4.7052 2.3856
C6 -3.6750 -4.8865 1.0664
C7 -3.1669 -4.0700 0.0667
C8 -2.2537 -3.0744 0.3803
C9 0.7839 -2.6401 2.0033
C10 1.5070 -2.8330 3.1632
C11 2.6837 -3.5648 3.0967
C12 3.1178 -4.0786 1.8882
C13 2.3851 -3.8582 0.7284
C14 1.2122 -3.1302 0.7809
H4 -2.0516 -3.5351 3.7243
H5 -3.6900 -5.3359 3.1647
H6 -4.3913 -5.6572 0.8192
H7 -3.4911 -4.1964 -0.9570
H8 -1.8763 -2.4118 -0.3870
H9 1.1716 -2.3731 4.0789
H10 3.2747 -3.7019 3.9906
H11 4.0471 -4.6285 1.8389
H12 2.7475 -4.2251 -0.2217
H13 0.6571 -2.9146 -0.1218
C15 0.4766 5.4699 -0.3575
C16 1.5583 4.5753 -0.9392
C17 1.5988 3.2113 -0.2653
N1 0.4248 2.4261 -0.5914
C18 -0.3795 1.8672 0.3214
S2 -0.2805 2.0948 1.9558
N2 -1.3103 0.9251 -0.1370
C19 -1.8298 0.6188 -1.3641
O4 -2.3322 -0.4806 -1.5663
C20 -1.8568 1.6677 -2.4343
C21 -1.5737 1.2829 -3.7384
C22 -1.6170 2.2190 -4.7587
C23 -1.9698 3.5308 -4.4807
C24 -2.2795 3.9109 -3.1817
C25 -2.2149 2.9832 -2.1562
H14 0.4508 6.4405 -0.8513
H15 0.6408 5.6308 0.7065
H16 -0.5021 5.0095 -0.4663
H17 2.5391 5.0441 -0.8257
H18 1.3968 4.4447 -2.0140
H19 1.6340 3.3084 0.8227
H20 2.4814 2.6372 -0.5672
H21 0.4405 1.9960 -1.5036
H22 -1.5236 0.2361 0.5799
H23 -1.3195 0.2528 -3.9353
H24 -1.3800 1.9238 -5.7703
H25 -2.0058 4.2600 -5.2783
H26 -2.5607 4.9316 -2.9656
H27 -2.4394 3.2742 -1.1403

Values from the calculation:
frontier orbital gap = 6.31 eV
energy = -109960.770 eV
E_HOMO = -3.96 eV
F_max = 0.0096 Eh/bohr
total charge = -1
energy above the lowest of the compared OMol25 structures with the same formula, charge and spin = 31.6 kJ/mol

=====

ORCA calculation (ωB97M-V with the def2-TZVPD basis set) on an isolated molecule of C2H4N4 in a non-equilibrium geometry.

Element x y z (Å)
C1 -1.5801 0.0932 0.0105
N1 -0.1333 0.1096 -0.0357
N2 0.5964 -0.9851 -0.0111
C2 1.8171 -0.4777 0.0068
N3 1.8179 0.8711 0.0113
N4 0.5579 1.2357 -0.0153
H1 -1.9204 -0.2560 1.0191
H2 -1.9203 1.1138 -0.2105
H3 -1.9427 -0.6283 -0.7560
H4 2.7074 -1.0764 -0.0191

Values from the calculation:
frontier orbital gap = 11.73 eV
energy = -8097.947 eV
E_HOMO = -10.75 eV
F_max = 0.0200 Eh/bohr
total charge = 0
energy above the lowest of the compared OMol25 structures with the same formula, charge and spin = 131.9 kJ/mol
SMILES = Cn1ncnn1

=====

ORCA calculation (ωB97M-V with the def2-TZVPD basis set) on a structure of composition C2N2O2P in a non-equilibrium geometry.

Element x y z (Å)
C1 -1.5431 -0.8756 0.5243
C2 1.3481 0.1871 0.1063
N1 -1.8769 -1.2693 1.5534
N2 2.4871 0.2626 0.2266
O1 0.2027 0.0701 -2.1552
O2 -0.7235 1.8997 -0.5417
P1 -0.1752 0.5601 -0.8257

Values from the calculation:
frontier orbital gap = 11.19 eV
energy = -18439.927 eV
E_HOMO = -7.18 eV
F_max = 0.0613 Eh/bohr
total charge = -1
energy above the lowest of the compared OMol25 structures with the same formula, charge and spin = 69.1 kJ/mol